[1]
The following is a DFT calculation (ωB97M-V/def2-TZVPD) of a structure of composition C10H10N3ORuSTe4.

Summary:
E_tot   -2191.5013 Ha
HOMO (spin up / spin down)   -0.360 / -0.394 Eh
Largest force on an atom   0.82 eV/Å
Energy relative to the best compared isomer or geometry (same formula, charge and spin)   15.55 kcal per mole
Multiplicity   5
Expectation value of S²   6.08
Net charge   +1
HOMO-LUMO gap (spin up / spin down)   5.9 / 5.7 eV

The geometry in XYZ format:
```
30
Properties=species:S:1:pos:R:3:forces:R:3:nbo_charge:R:1
Te -1.99699 2.80031 -2.88598 0.4 -0.1 0.0 0.183
Te -3.80723 -0.08706 -0.89163 -0.6 0.2 0.5 0.150
Te -3.38692 -2.62287 -0.26806 0.1 -0.2 0.0 0.137
Te -3.30559 0.52114 -3.52560 -0.2 -0.1 -0.4 0.209
Ru -1.32257 0.64099 -1.63468 0.5 -0.3 0.0 0.301
S 0.83571 0.60308 -2.55452 -0.1 0.3 0.2 0.002
O -0.84979 -1.34314 -1.29492 -0.1 0.1 0.1 -0.574
N 0.12829 2.52511 4.37759 0.0 0.0 0.1 -0.758
N -0.83671 1.45065 0.48127 -0.1 -0.3 -0.4 -0.550
N 0.36131 -1.82340 -1.58474 0.4 0.1 -0.3 0.009
C 2.82359 -2.86435 -2.14598 0.0 0.3 -0.1 -0.141
C 2.53597 -1.55706 -2.46342 0.1 -0.3 0.0 -0.221
C 1.83970 -3.66079 -1.55759 -0.2 -0.1 0.1 -0.241
C -1.71616 2.07762 1.27161 0.0 0.1 0.1 0.070
C 0.74538 1.54138 2.27102 0.0 0.0 0.1 -0.303
C 0.61261 -3.11833 -1.29353 0.0 -0.1 0.0 0.035
C -0.18039 2.18283 3.11129 0.0 0.0 -0.2 0.243
C 0.37684 1.20479 0.99227 0.0 0.0 0.1 0.070
C -1.44350 2.46069 2.56006 0.1 0.0 0.1 -0.303
C 1.27460 -1.02642 -2.18025 -0.4 0.3 0.1 0.019
H 1.74602 1.31994 2.61793 0.0 0.0 0.0 0.228
H -0.21686 -3.65206 -0.85707 0.0 0.0 0.0 0.239
H 3.80619 -3.26608 -2.35003 0.0 0.0 0.0 0.243
H -2.19808 2.97664 3.13902 0.0 0.0 0.0 0.229
H 1.09070 0.72510 0.33478 0.0 0.0 0.0 0.208
H 3.26235 -0.91188 -2.93544 0.0 0.0 0.0 0.251
H 1.02988 2.32196 4.76722 0.0 0.0 0.0 0.405
H -2.68717 2.29220 0.84375 0.0 0.0 0.0 0.207
H 2.01788 -4.69689 -1.31223 0.0 0.0 0.0 0.249
H -0.53907 2.98590 4.96785 0.0 0.0 0.0 0.405
```
Positions in Å, forces in eV/Å.

[2]
The following is a DFT calculation (ωB97M-V/def2-TZVPD) of a structure of composition C37H48BN10Sc.

Summary:
E_tot   -2771.6201 Ha
HOMO   -0.512 Eh
Largest force on an atom   0.78 eV/Å
Energy relative to the best compared isomer or geometry (same formula, charge and spin)   47.64 kcal per mole
Net charge   +2
HOMO-LUMO gap   8.8 eV

The geometry in XYZ format:
```
97
Properties=species:S:1:pos:R:3:forces:R:3:lowdin_charge:R:1
Sc 0.28900 0.08230 -0.17610 0.0 -0.8 -0.1 1.115
N -0.06420 -0.03730 2.41780 0.1 0.1 -0.2 0.059
N -1.93920 -0.43490 -1.02770 -0.1 0.0 0.4 0.055
N 0.82230 0.90910 -2.00280 0.0 -0.1 -0.5 -0.145
N 0.35600 -0.31550 -2.39290 0.2 0.3 0.0 -0.026
N -0.78800 2.42840 0.20120 0.2 -0.7 0.2 0.078
N 0.05350 3.36240 -0.35420 -0.5 0.2 -0.3 -0.020
N 2.24850 -1.30780 -0.71770 -0.2 -0.1 -0.1 0.031
N 2.09430 1.35740 0.94580 -0.6 -0.3 -0.2 0.063
N 2.37670 2.48110 0.20900 0.6 -0.1 -0.1 -0.022
N -0.17360 -2.39490 0.17840 0.0 0.2 -0.2 -0.177
C 4.08470 -2.83980 -2.15330 -0.2 0.2 0.1 -0.016
C -2.86590 0.41360 -1.48780 0.0 0.1 -0.2 -0.123
C 4.28180 0.46680 3.86370 -0.3 0.1 -0.1 -0.052
C 1.25380 1.55130 -3.10180 0.0 0.1 0.1 -0.119
C -0.03140 -1.60080 -4.49320 0.0 -0.2 0.0 -0.360
C -1.89530 4.37460 -0.07370 0.4 -0.2 -0.1 0.034
C 3.02820 -3.43760 -1.48520 0.1 0.2 0.1 -0.005
C -0.05090 1.17930 2.99010 0.1 0.2 0.1 -0.189
C 3.14970 1.13760 1.72960 0.0 0.3 -0.1 -0.219
C -4.13790 0.02410 -1.87780 0.1 -0.1 0.0 -0.022
C 2.12720 -2.63940 -0.78530 -0.1 0.0 0.0 -0.270
C -0.19360 -1.08030 3.25020 -0.1 -0.3 0.2 -0.273
C 1.00190 -3.27570 -0.00220 0.3 0.0 0.0 -0.103
C -0.10770 -2.47740 2.71180 0.0 0.1 -0.2 -0.098
C 3.26700 -0.74290 -1.37920 0.2 0.2 0.0 -0.114
C -3.20950 2.42100 0.96450 -0.2 -0.3 0.2 -0.350
C -1.10020 -2.70820 -0.92220 -0.1 0.0 -0.3 -0.140
C 0.81240 -2.86410 -4.27490 -0.2 0.1 0.1 -0.047
C 0.48360 -0.41700 -3.72490 -0.2 -0.1 0.5 -0.246
C 3.24980 0.08760 2.79790 0.0 -0.4 0.1 -0.342
C -0.35690 -0.93390 4.62660 0.0 0.2 -0.1 0.006
C -2.96320 1.66520 2.26890 0.0 0.0 -0.3 -0.040
C -2.23270 -1.74050 -1.09510 -0.1 -0.2 0.1 -0.264
C -0.36750 0.32610 5.19260 0.0 0.0 -0.3 -0.010
C -0.19300 1.40880 4.34470 0.1 -0.1 -0.1 -0.035
C -0.13130 -1.30730 -5.99010 -0.2 0.0 0.3 -0.063
C 4.15230 2.10210 1.47190 -0.2 0.1 -0.2 0.038
C -3.48320 -2.21780 -1.46410 0.1 0.2 0.0 0.012
C -4.31640 3.45910 1.16240 0.1 -0.2 -0.2 -0.054
C -1.96210 3.03530 0.39000 0.1 0.3 -0.2 -0.227
C 3.61830 -1.28010 2.21440 -0.3 0.2 0.1 -0.035
C -0.88980 -2.73360 1.42770 0.0 0.0 0.4 -0.151
C 1.06610 0.75460 -4.21670 0.0 0.3 0.5 0.013
C 3.64090 2.91320 0.51000 0.1 -0.3 0.2 -0.011
C 4.19700 -1.45760 -2.10970 -0.1 -0.1 0.1 -0.013
C -4.47500 -1.31910 -1.82050 0.3 0.1 0.0 -0.010
C -0.63540 4.52960 -0.55440 -0.3 -0.1 0.1 -0.008
B 1.47810 3.35150 -0.49000 -0.2 -0.2 0.5 -0.245
H -0.18120 2.41690 4.72480 0.0 0.1 0.0 0.122
H 0.23860 -3.74290 -4.56510 0.0 -0.1 0.0 0.090
H 4.26420 -0.26460 4.66740 0.0 -0.1 0.1 0.090
H -0.17670 5.38110 -1.01330 0.2 0.2 0.0 0.135
H 0.95200 -2.70950 2.57670 0.0 -0.1 0.1 0.107
H 2.27110 0.00840 3.28040 0.1 0.0 -0.1 0.112
H -0.46440 -1.81260 5.24310 0.0 -0.1 0.0 0.124
H -0.47400 -3.16240 3.47670 0.0 0.0 0.0 0.131
H -3.90950 1.30240 2.66000 -0.1 0.0 0.0 0.094
H 3.34260 0.33760 -1.32180 -0.1 -0.1 0.0 0.107
H 2.86520 -1.60060 1.49920 0.1 -0.1 0.0 0.039
H -0.56590 -2.16410 -6.49970 0.0 0.0 -0.1 0.088
H -0.50710 0.45560 6.25370 0.0 0.0 0.1 0.125
H 5.09730 2.19290 1.96090 0.3 0.0 0.1 0.119
H -3.57810 1.68010 0.24650 0.0 0.2 0.1 0.104
H 5.28810 0.46560 3.45460 0.1 0.0 -0.1 0.086
H -0.75890 -0.43990 -6.18040 0.0 0.1 -0.1 0.087
H -4.84730 0.76210 -2.21660 0.0 0.1 0.0 0.122
H -2.32030 0.80680 2.09090 0.0 0.0 0.1 0.052
H 4.07180 1.44330 4.29030 0.0 0.1 0.1 0.091
H -4.62270 3.89660 0.21670 -0.1 0.1 -0.1 0.085
H 0.70640 -4.21730 -0.48720 0.0 0.1 0.1 0.145
H 2.90710 -4.51060 -1.51100 -0.1 -0.1 0.0 0.130
H 3.69160 -2.01050 3.01680 0.0 -0.1 0.1 0.094
H -5.46600 -1.65790 -2.07710 -0.1 0.0 -0.1 0.125
H -1.17590 -3.79740 1.40750 0.0 0.2 -0.1 0.143
H 4.99510 -0.94170 -2.62270 0.0 0.0 0.0 0.121
H 0.06310 2.01850 2.31910 0.0 -0.1 0.1 0.089
H -0.54590 -2.67300 -1.86670 0.1 -0.1 0.2 0.112
H -1.50380 -3.72270 -0.79440 0.1 0.1 0.0 0.141
H 4.58150 -1.23030 1.71250 0.1 0.0 -0.1 0.098
H 4.05990 3.78000 0.04460 0.0 0.3 -0.2 0.135
H -4.00540 4.25240 1.83680 0.0 0.1 0.1 0.094
H -2.51510 2.31150 3.01830 0.1 0.0 0.1 0.088
H 1.66190 2.54430 -3.03450 0.1 0.1 -0.1 0.104
H -1.81170 -2.14050 1.45170 0.1 -0.2 -0.1 0.135
H 1.41840 -3.54740 0.97130 -0.1 0.0 -0.1 0.125
H 1.29280 1.00370 -5.23200 0.0 0.0 -0.2 0.111
H 4.80210 -3.42840 -2.70400 0.0 -0.1 0.0 0.125
H -3.66150 -3.28040 -1.48720 0.0 -0.1 0.0 0.126
H 1.70380 -2.83250 -4.89590 0.2 0.0 0.0 0.090
H 1.12340 -2.97320 -3.23650 0.0 0.0 0.0 0.041
H 0.85210 -1.12720 -6.41730 0.1 0.0 0.0 0.086
H -1.04440 -1.79820 -4.11690 0.0 0.0 0.0 0.133
H -2.65850 5.12190 -0.03440 -0.2 0.1 -0.1 0.117
H -2.55390 1.44440 -1.59760 0.0 0.0 0.2 0.116
H 1.95300 4.25350 -1.05670 0.2 0.3 -0.2 0.119
H -5.18610 2.97420 1.59770 -0.1 0.0 0.0 0.089
```
Positions in Å, forces in eV/Å.

[3]
The following is a DFT calculation (ωB97M-V/def2-TZVPD) of an isolated molecule of C4H6O4 in a non-equilibrium geometry.

Summary:
E_tot   -456.9376 Ha
HOMO   -0.355 Eh
Largest force on an atom   3.04 eV/Å
Energy relative to the best compared isomer or geometry (same formula, charge and spin)   52.25 kcal per mole
Net charge   0
HOMO-LUMO gap   10.2 eV
SMILES   O=C(O)[C@]1(O)C[C@@H]1O

The geometry in XYZ format:
```
14
Properties=species:S:1:pos:R:3:forces:R:3:nbo_charge:R:1
O -0.62233 1.94544 0.25078 -0.6 -0.4 1.2 -0.680
O -0.75587 -1.66267 -0.47716 -1.2 0.0 0.1 -0.783
O 1.28163 -1.13441 1.01516 0.2 -0.6 0.1 -0.689
O -2.52191 -0.35483 0.14182 1.1 0.6 0.1 -0.539
C -1.33996 -0.40424 -0.05925 -1.3 -2.6 -1.0 0.785
C -0.27513 0.59483 0.02706 -0.3 1.5 0.2 0.044
C 0.91411 0.55608 -0.88363 0.7 0.1 -0.8 -0.439
C 1.05214 0.11850 0.55499 1.3 2.7 0.2 0.118
H -0.82660 2.10908 1.20089 0.1 -0.4 -1.0 0.482
H -1.41190 -2.42534 -0.54744 0.7 1.9 0.3 0.518
H 1.24999 1.58380 -1.16077 -0.2 -1.0 0.5 0.246
H 1.58043 0.94076 1.12660 -0.8 -1.4 -0.3 0.204
H 0.68787 -1.72873 0.51837 0.3 0.0 0.2 0.498
H 0.98754 -0.13828 -1.70742 -0.2 -0.3 0.1 0.235
```
Positions in Å, forces in eV/Å.

[4]
The following is a DFT calculation (ωB97M-V/def2-TZVPD) of a cluster of 2 separate species, C5H13O2 in total in a non-equilibrium geometry.

Summary:
E_tot   -348.6168 Ha
HOMO (spin up / spin down)   0.146 / -0.038 Eh
Largest force on an atom   2.53 eV/Å
Energy relative to the best compared isomer or geometry (same formula, charge and spin)   15.49 kcal per mole
Multiplicity   2
Expectation value of S²   0.75
Net charge   -2
HOMO-LUMO gap (spin up / spin down)   2.8 / 7.7 eV

The geometry in XYZ format:
```
20
Properties=species:S:1:pos:R:3:forces:R:3:nbo_charge:R:1
O 1.71316 2.88292 2.03412 0.7 -0.7 0.3 -1.301
O 0.79511 1.82123 -0.10291 0.5 -0.3 -0.7 -0.828
C -0.99606 -0.40595 -1.03708 -0.2 0.8 2.2 -0.444
C -0.47572 1.69631 0.47992 0.4 0.4 -0.5 -0.074
C -0.95266 0.27398 0.41010 -0.1 -2.0 -0.1 -0.422
C 0.14326 -1.36753 -1.33853 1.1 1.0 -2.1 -0.529
C 0.44573 -2.39381 -0.27914 -0.2 0.1 0.8 -1.208
H -1.17538 2.34572 -0.08503 -0.1 -0.1 0.1 0.107
H -1.95933 0.12381 0.81638 -0.2 0.5 0.1 0.167
H 1.99084 2.02864 2.42262 -0.1 0.7 0.0 0.399
H 1.14874 -1.89464 0.39174 0.0 -0.4 0.5 0.177
H -1.05927 0.52556 -1.59826 0.1 -0.5 -1.2 0.196
H 0.08560 -1.77591 -2.36516 -0.9 -0.4 0.3 0.173
H -1.93582 -0.96325 -1.02884 -0.1 0.1 -0.5 0.173
H -0.40149 2.07524 1.49961 -0.2 -0.1 0.2 0.208
H -0.34834 -0.38569 1.04450 0.2 0.4 0.0 0.192
H 1.44550 2.16650 0.60136 -0.9 0.5 0.4 0.520
H 0.94256 -3.31151 -0.59853 0.0 0.0 -0.4 0.131
H -0.44981 -2.67696 0.29432 0.2 0.0 -0.1 0.175
H 1.04337 -0.76464 -1.56118 -0.1 0.1 0.7 0.189
```
Positions in Å, forces in eV/Å.